P | DFT (ωB97M-V/def2-TZVPD) results for a gas-phase ion, C5H10NS (charge +1).

Each line ends with the Löwdin charge.
Geometry (Å):
C1 -1.08034 -0.85131 -0.62563  0.05
N1 -0.08242 -0.04681 0.10349  -0.31
C2 1.21636 -0.23053 -0.53682  0.03
C3 -0.08399 0.20229 1.48604  0.08
C4 -0.48498 1.35827 0.39473  -0.17
C5 -0.02872 2.59453 -0.31701  -0.50
S1 -0.68509 3.57956 -1.61102  0.71
H1 -1.25054 -0.13428 -1.44990  0.13
H2 -0.84276 -1.80179 -0.92296  0.08
H3 -1.98171 -1.04972 -0.04964  0.12
H4 1.10406 -0.15117 -1.64918  0.14
H5 1.86794 0.52748 -0.23118  0.09
H6 1.66750 -1.16352 -0.33155  0.11
H7 -0.89014 -0.10175 2.14310  0.14
H8 0.86853 0.23942 1.97222  0.13
H9 -1.54191 1.45499 0.33175  0.12
H10 0.96903 2.89612 -0.07478  0.03

Calculated values
**Structure (SMILES)**: C[N+]1(C)C[C@H]1C=S
**Total charge**: +1
**Frontier orbital gap**: 7.77 eV
**E_HOMO**: -13.06 eV

Q | DFT (ωB97M-V/def2-TZVPD) results for 2 unconnected molecules or ions with the total composition C5H10NS.

Each line ends with the Löwdin charge.
Geometry (Å):
C1 1.54965 0.96827 0.29365  0.00
C2 1.41344 -0.12420 1.40327  0.01
C3 -2.31562 0.31793 -1.00617  -0.38
C4 -1.53434 -0.46373 0.01338  -0.51
C5 1.39486 -0.42431 -0.04770  -0.21
N1 1.64693 -1.23548 -1.04367  0.25
S1 -2.75690 0.55002 0.76132  0.97
H1 0.60198 1.43432 0.20330  0.10
H2 2.45098 1.48857 0.20586  0.11
H3 2.29130 -0.40757 1.96150  0.13
H4 0.53221 -0.22789 1.86752  0.06
H5 -1.76688 1.14704 -1.44138  0.07
H6 -3.13585 -0.11993 -1.59303  0.09
H7 -2.02833 -1.45304 0.25212  0.04
H8 2.22789 -0.89616 -1.86293  0.18
H9 -2.04007 1.66874 1.09442  -0.04
H10 1.46875 -2.22257 -1.06145  0.14

Calculated values
**Total charge**: +1
**Frontier orbital gap**: 7.65 eV
**E_HOMO**: -11.95 eV

Which one is most stable, and which one is least stable? P is the most stable of them, while Q is the least stable.

P | DFT (ωB97M-V/def2-TZVPD) results for a gas-phase ion, C5H10NS (charge +1).

Each line ends with the Löwdin charge.
Geometry (Å):
C1 -0.22913 -2.25794 -0.19576  -0.08
C2 -0.75762 -0.78529 0.00521  -0.45
S1 -1.85305 -0.31611 -1.39213  1.00
C3 -0.51498 0.39576 -2.20972  -0.38
C4 0.46779 0.89902 -1.46269  -0.09
N1 0.34537 0.48197 0.00952  -0.10
C5 -0.11021 1.59431 1.00377  0.03
H1 -1.15729 -2.79015 -0.02994  0.07
H2 0.58746 -2.60504 0.49166  0.10
H3 -0.06825 -2.47889 -1.31327  0.11
H4 -1.39683 -0.66123 0.89271  0.10
H5 -0.70948 0.53310 -3.24177  0.08
H6 1.40143 1.48002 -1.62136  0.15
H7 1.26295 0.17962 0.24485  0.14
H8 -0.50228 1.12939 1.91739  0.10
H9 0.66336 2.38999 1.10538  0.11
H10 -0.86986 2.13715 0.40593  0.11

Calculated values
**Structure (SMILES)**: C[C@@H]1SC=C[N@H+]1C
**Total charge**: +1
**Frontier orbital gap**: 9.84 eV
**E_HOMO**: -13.25 eV

Q | DFT (ωB97M-V/def2-TZVPD) results for a gas-phase ion, C5H10NS (charge +1).

Each line ends with the Löwdin charge.
Geometry (Å):
C1 1.47979 -0.50437 0.06006  -0.26
C2 1.11097 0.75961 0.70754  -0.21
C3 0.44913 -1.49737 0.34409  0.20
C4 -0.21445 1.23678 0.07495  -0.16
C5 -1.94340 -0.12037 -1.10412  -0.39
N1 -1.11270 0.06692 0.04433  -0.54
S1 -2.69992 -0.21978 0.50244  1.00
H1 1.84104 -0.42215 -0.96881  0.14
H2 2.41730 -0.64787 0.63107  0.16
H3 0.98271 0.52934 1.87787  0.17
H4 1.93080 1.51867 0.67107  0.14
H5 -0.03413 -2.08109 -0.44946  0.10
H6 0.08361 -1.70405 1.36150  0.12
H7 -0.70670 1.97454 0.71452  0.14
H8 0.15230 1.47759 -0.96750  0.16
H9 -2.06408 0.70276 -1.70809  0.06
H10 -1.67228 -1.06916 -1.79146  0.15

Calculated values
**Total charge**: +1
**Frontier orbital gap (spin up / spin down)**: 8.30 / 8.30 eV
**E_HOMO (spin up / spin down)**: -13.52 / -13.52 eV

Which one is most stable, and which one is least stable? P is the most stable of them, while Q is the least stable.

P | DFT (ωB97M-V/def2-TZVPD) results for 2 unconnected molecules or ions with the total composition C5H10NS.

Each line ends with the Löwdin charge.
Geometry (Å):
C1 -0.48054 -0.28182 0.37779  -0.37
C2 -1.32877 0.67948 0.23347  -0.14
C3 2.75511 1.32573 0.47018  -0.07
C4 0.56996 -2.43150 -0.84336  -0.28
C5 -2.80811 0.63165 0.43637  -0.04
N1 1.63265 1.21244 -0.07806  0.01
S1 0.40494 -1.56343 0.75155  1.07
H1 -0.96767 1.64508 -0.10844  0.13
H2 3.46131 2.13938 0.32058  0.09
H3 3.06123 0.55835 1.17218  0.07
H4 0.58554 -3.49749 -0.63497  0.05
H5 1.51286 -2.12579 -1.28772  0.05
H6 -3.12683 -0.26508 0.95856  0.09
H7 -3.29989 0.68979 -0.53411  0.10
H8 -3.10560 1.51287 1.00107  0.10
H9 1.38961 1.95687 -0.73364  0.07
H10 -0.25579 -2.18655 -1.50146  0.06

Calculated values
**Total charge**: +1
**Frontier orbital gap**: 9.05 eV
**E_HOMO**: -13.95 eV

Q | DFT (ωB97M-V/def2-TZVPD) results for a molecular structure, C5H10NS.

Each line ends with the Löwdin charge.
Geometry (Å):
C1 1.32761 -0.38215 -1.28119  -0.15
C2 2.30246 -0.58051 -0.40957  -0.34
C3 0.42634 0.24130 -0.29881  -0.58
C4 -0.12795 1.58853 -0.54894  -0.04
C5 -1.44142 -0.59421 1.47313  -0.05
N1 -1.01800 -0.81259 0.10475  0.02
S1 1.58490 -0.00233 1.10324  0.99
H1 1.02999 -0.68935 -2.34688  0.16
H2 3.44082 -0.91387 -0.45500  0.14
H3 -0.83422 1.82567 0.13560  0.05
H4 -0.40745 1.71331 -1.52649  0.08
H5 0.57097 2.36950 -0.27739  0.12
H6 -2.40872 -1.06775 1.61626  0.11
H7 -0.64109 -0.97477 1.98220  0.03
H8 -1.52733 0.54671 1.63203  0.14
H9 -1.57406 -0.53424 -0.71499  0.16
H10 -0.70284 -1.73325 -0.18796  0.16

Calculated values
**Total charge**: +1
**Frontier orbital gap**: 9.60 eV
**E_HOMO**: -13.18 eV

R | DFT (ωB97M-V/def2-TZVPD) results for a gas-phase ion, C5H10NS (charge +1).

Each line ends with the Löwdin charge.
Geometry (Å):
C1 -0.33114 -0.94066 1.48583  -0.44
C2 0.54527 -0.08020 -0.59245  -0.12
C3 0.56626 1.27273 -0.10380  0.04
C4 1.38057 2.40315 -0.63285  -0.01
C5 -1.19366 -1.88145 -0.58029  -0.06
N1 -0.32939 -1.05991 0.17365  -0.25
S1 -1.44982 -1.62844 2.52348  0.88
H1 0.27576 -0.11381 -1.65291  0.16
H2 1.51282 -0.44437 -0.29120  0.16
H3 -0.23945 1.47254 0.50288  0.09
H4 0.68804 3.22889 -0.71841  0.10
H5 1.87772 2.24772 -1.56898  0.09
H6 2.12850 2.73327 0.05638  0.10
H7 -2.23161 -1.42152 -0.50202  0.13
H8 -1.33876 -2.90362 -0.17602  0.12
H9 -0.93980 -1.84129 -1.57321  0.06
H10 -0.92132 -1.04303 3.64992  -0.07

Calculated values
**Total charge**: +1
**Frontier orbital gap (spin up / spin down)**: 5.40 / 8.33 eV
**E_HOMO (spin up / spin down)**: -12.18 / -13.55 eV

Which one is most stable, and which one is least stable? P is the most stable of them, while R is the least stable.